# C5H27NO10

A cluster of 9 separate species, C5H27NO10 in total at a distorted geometry (ωB97M-V/def2-TZVPD, the OMol25 dataset).

- charge = 0
- ΔE to the lowest compared entry with this formula, charge and spin (eV) = 3.298
- calculated total energy (eV) = -27588.185
- max |F| (eV/Å) = 2.1
- HOMO-LUMO gap (eV) = 9.560

CARTESIAN COORDINATES (ANGSTROEM)
C  1.7787  2.2081  2.5104
C  2.2046  2.8705  1.1999
C  1.3430  2.4485  -0.0448
C  2.1759  2.6132  -1.3224
N  1.0310  1.0346  0.1320
C  -0.1782  0.5016  0.3602
O  -1.2680  0.9641  0.1020
O  0.0131  -0.7805  0.8550
H  2.2961  1.3108  2.8546
H  0.7362  1.8692  2.5675
H  1.7160  2.9811  3.2728
H  2.1993  3.9428  1.3116
H  3.1916  2.4411  0.9977
H  0.4704  3.0795  0.0180
H  2.4480  1.6294  -1.6577
H  2.9521  3.3648  -1.2209
H  1.6119  3.0461  -2.1342
H  1.7997  0.3852  0.0127
H  -0.7585  -1.2684  1.1715
O  -1.7230  3.4052  -1.5662
H  -2.2638  3.3033  -0.7729
H  -1.2446  2.5687  -1.5897
O  2.1442  -3.2525  0.3930
H  1.2539  -3.1082  0.7406
H  2.8235  -2.7306  0.8370
O  2.9942  -1.2886  -1.6026
H  2.5841  -1.6243  -2.4152
H  2.5868  -1.9409  -0.9952
O  -0.5167  -3.6352  1.4913
H  -1.2873  -4.1233  1.1826
H  0.3236  -4.0883  1.5652
O  -2.4792  -3.1359  -0.2288
H  -1.7104  -3.3813  -0.7737
H  -2.9572  -2.5848  -0.8605
O  -4.1622  0.3183  -0.4033
H  -4.2073  0.1408  0.5317
H  -3.9261  -0.5608  -0.7249
O  -3.1128  -0.2595  2.6267
H  -2.1712  -0.4791  2.7022
H  -3.0869  0.6004  2.1972
O  0.7739  -1.4172  -3.7998
H  1.0067  -2.3164  -4.0367
H  0.3463  -1.2621  -2.9607